{
  "formula": "C43H96F6N5P",
  "method": "the ωB97M-V functional and the def2-TZVPD basis",
  "homo_energy_ev": -18.2,
  "orbital_gap_ha": 0.37372,
  "total_charge": 4,
  "total_energy_ha": -2907.772974,
  "relative_energy_kcal_mol": 886.5,
  "elements": ["P", "F", "F", "F", "F", "F", "F", "C", "C", "C", "N", "C", "C", "C", "C", "C", "H", "H", "H", "H", "H", "H", "H", "H", "H", "H", "H", "H", "H", "H", "H", "H", "H", "H", "C", "C", "C", "N", "C", "C", "C", "C", "C", "H", "H", "H", "H", "H", "H", "H", "H", "H", "H", "H", "H", "H", "H", "H", "H", "H", "H", "C", "C", "C", "N", "C", "C", "C", "C", "C", "C", "H", "H", "H", "H", "H", "H", "H", "H", "H", "H", "H", "H", "H", "H", "H", "H", "H", "H", "H", "H", "C", "C", "C", "N", "C", "C", "C", "C", "C", "C", "H", "H", "H", "H", "H", "H", "H", "H", "H", "H", "H", "H", "H", "H", "H", "H", "H", "H", "H", "H", "C", "C", "C", "N", "C", "C", "C", "C", "C", "C", "H", "H", "H", "H", "H", "H", "H", "H", "H", "H", "H", "H", "H", "H", "H", "H", "H", "H", "H", "H"],
  "xyz": [[-0.42436, 0.19591, -0.50895], [1.04271, 0.70533, -0.98781], [-1.04389, 1.66761, -0.61943], [-0.64629, -0.14749, -2.07773], [-1.88663, -0.39525, -0.12581], [0.12292, -1.34896, -0.24862], [-0.19811, 0.62654, 1.04141], [-1.66745, 1.99696, 3.94617], [-1.00931, 2.22623, 2.52484], [-0.46084, 3.59543, 2.32751], [0.75106, 3.67176, 1.30934], [1.20644, 5.04665, 0.97152], [1.91483, 2.60582, 1.59545], [2.22470, 1.75535, 0.37135], [1.49632, 2.48875, -0.77767], [0.24870, 3.15917, -0.13777], [-0.79379, 1.83986, 4.57873], [-2.39620, 1.19785, 4.08198], [-2.06294, 2.97307, 4.22706], [-1.72421, 2.05111, 1.72089], [-0.20556, 1.49464, 2.60769], [-0.01025, 4.06614, 3.20130], [-1.11185, 4.38495, 1.95209], [1.27052, 5.43869, 1.98656], [0.42309, 5.55922, 0.41319], [2.15357, 5.07298, 0.43267], [2.80636, 3.16766, 1.87403], [1.70723, 2.08316, 2.52918], [3.30036, 1.80518, 0.20233], [1.94047, 0.71985, 0.55861], [2.02466, 3.20748, -1.40408], [1.06647, 1.81036, -1.51463], [-0.25365, 3.88828, -0.77350], [-0.42980, 2.32600, 0.04544], [-0.49690, -4.86598, 1.61594], [0.07791, -3.59773, 0.83291], [1.48087, -3.90151, 0.23112], [2.10796, -2.67194, -0.54922], [2.30567, -1.38465, 0.34671], [1.43760, -2.56447, -1.92775], [2.61231, -2.56864, -2.96101], [3.64452, -3.59004, -2.39029], [3.58558, -3.22728, -0.87137], [-1.50079, -4.64274, 1.97712], [-0.12066, -5.10395, 2.61089], [-0.57203, -5.75465, 0.98926], [-0.02416, -2.65867, 1.37684], [-0.71330, -3.50981, 0.08836], [1.47972, -4.78094, -0.41285], [2.15390, -4.14955, 1.05185], [3.07676, -1.70127, 1.04904], [1.41987, -1.17482, 0.94623], [2.55453, -0.53832, -0.29351], [0.90237, -1.66283, -1.62996], [0.70848, -3.35594, -2.10110], [2.83844, -1.50390, -3.01835], [2.17039, -2.96422, -3.87552], [4.64440, -3.47320, -2.80825], [3.46419, -4.65077, -2.56473], [4.20392, -2.38107, -0.57192], [3.76044, -4.03921, -0.16547], [-0.43871, -0.32720, 2.54432], [0.75091, -0.11592, 3.54755], [2.03025, -0.61062, 2.86538], [3.49285, -0.23383, 3.45560], [4.52267, -1.01438, 2.70447], [5.94534, -0.50009, 2.79877], [6.01094, 0.93873, 2.37124], [5.12531, 1.85939, 3.37456], [3.66165, 1.28940, 3.25029], [3.50279, -0.65653, 4.92143], [-0.24833, -0.29401, 1.47159], [-1.43101, 0.08030, 2.73763], [-0.83768, -1.32596, 2.72153], [0.49470, -0.71342, 4.42245], [0.80405, 0.89129, 3.96082], [2.08540, -0.20708, 1.85434], [2.19462, -1.68650, 2.92519], [4.09599, -1.14159, 1.70955], [4.60915, -2.02168, 3.11186], [6.57609, -1.17144, 2.21609], [6.32226, -0.51491, 3.82142], [5.70761, 1.03292, 1.32854], [7.03838, 1.27532, 2.50972], [5.27817, 2.92641, 3.21266], [5.31830, 1.74666, 4.44140], [3.35918, 1.47704, 2.22005], [3.02440, 1.82403, 3.95467], [4.45460, -0.46924, 5.41849], [3.35062, -1.73331, 4.99554], [2.69260, -0.14474, 5.44082], [-3.51728, -0.31677, 2.15711], [-3.18061, 1.06712, 1.56345], [-4.19345, 1.62414, 0.47785], [-3.83101, 3.03527, -0.24061], [-2.48232, 2.98962, -1.00309], [-2.46883, 2.12083, -2.24214], [-3.62436, 2.69759, -3.16148], [-5.00728, 2.72624, -2.45474], [-5.00369, 3.48024, -1.14919], [-3.56357, 4.02864, 0.91468], [-2.78183, -0.69320, 2.86810], [-3.63386, -1.02926, 1.34049], [-4.48321, -0.25302, 2.65814], [-2.15538, 1.03501, 1.19472], [-3.38956, 1.65101, 2.45984], [-5.18130, 1.87559, 0.86388], [-4.22800, 0.95820, -0.38439], [-1.60638, 2.86520, -0.36642], [-2.42738, 4.01123, -1.37911], [-2.36386, 1.05982, -2.01559], [-1.50252, 2.29126, -2.71679], [-3.76418, 2.23000, -4.13611], [-3.48130, 3.74640, -3.42154], [-5.19488, 1.68675, -2.18570], [-5.87716, 2.79081, -3.10838], [-5.91904, 3.39375, -0.56374], [-4.85612, 4.54650, -1.32071], [-4.53178, 3.90656, 1.40023], [-3.57039, 5.10429, 0.73853], [-2.79003, 3.71783, 1.61691], [1.51068, -0.91899, -3.73732], [0.55882, -1.99609, -4.24431], [-0.89899, -1.52628, -4.48176], [-1.92566, -2.61843, -4.18328], [-1.61500, -3.40267, -2.85240], [-1.91603, -2.50234, -1.65746], [-3.31806, -1.90842, -1.64051], [-3.63498, -1.04979, -2.91642], [-3.31762, -1.90033, -4.16210], [-1.86888, -3.56868, -5.47458], [1.13474, -0.53769, -2.78790], [1.52517, -0.07304, -4.42453], [2.54813, -1.23575, -3.63028], [0.83723, -2.72874, -3.48680], [0.94727, -2.33476, -5.20479], [-1.11393, -1.24072, -5.51149], [-1.19581, -0.63173, -3.93423], [-0.67224, -3.93160, -2.71263], [-2.39876, -4.16015, -2.84543], [-1.13373, -1.74425, -1.69485], [-1.67566, -3.05629, -0.75001], [-3.27881, -1.31512, -0.72697], [-3.98601, -2.75442, -1.47849], [-2.93137, -0.21730, -2.91854], [-4.63704, -0.64049, -3.04466], [-3.50532, -1.27166, -5.03253], [-3.97843, -2.76495, -4.22428], [-2.50588, -4.41093, -5.20450], [-0.82862, -3.83181, -5.66622], [-2.18519, -3.05202, -6.38073]],
  "forces_ev_per_angstrom": [[-1.221, -3.394, -2.576], [-4.643, -13.413, 0.481], [-1.438, -13.506, -5.532], [-0.349, 1.673, 1.085], [1.859, 1.201, -0.095], [-2.351, 3.127, 0.449], [3.390, 12.208, -14.503], [1.021, 2.003, -0.697], [0.271, 1.204, 1.843], [2.704, 1.988, -0.144], [-0.559, -2.561, -3.489], [-0.153, 0.175, 2.310], [-0.804, 2.569, 0.874], [0.858, 2.309, 0.765], [-0.083, 6.680, -0.449], [4.443, 1.288, 3.077], [-0.399, -0.120, 0.488], [0.208, 0.239, -0.183], [-0.528, -0.253, 0.511], [1.897, 1.091, 1.351], [-0.536, 1.870, -0.459], [-0.051, -0.265, 0.486], [-0.242, -0.283, -0.081], [0.612, 1.158, -0.350], [0.144, -0.025, 0.154], [-0.161, -0.224, 0.158], [-0.311, 0.708, -0.199], [-0.908, 0.228, -0.695], [0.110, -0.192, -0.068], [0.588, 1.657, 0.206], [0.935, 0.483, 0.938], [1.181, 5.585, -1.738], [0.691, 0.534, 0.459], [4.278, 5.053, 3.973], [-0.126, 1.133, 0.563], [-0.690, -2.389, 0.316], [-1.008, 1.812, 1.056], [1.942, -3.302, 0.563], [-0.060, -3.304, -1.375], [1.961, 0.556, 2.762], [2.745, -6.586, 4.500], [-0.401, 0.838, 1.475], [-0.509, 0.465, -0.190], [-0.446, 0.275, -0.722], [1.167, -0.122, -0.339], [0.250, 0.069, 0.058], [0.538, -0.566, 0.473], [1.171, -0.112, 0.034], [-0.035, 0.324, -0.355], [0.102, 0.260, 0.052], [-0.569, -0.085, -1.139], [0.856, -0.939, -0.939], [0.488, -0.798, 0.028], [0.508, -1.020, -2.367], [0.717, -0.226, 0.975], [5.615, -4.929, 7.558], [1.946, 0.163, -0.047], [0.022, 0.491, 0.164], [-0.658, 0.016, 0.083], [0.383, -0.191, -0.490], [0.134, 0.036, -0.273], [-1.662, -8.740, 8.239], [-0.706, -0.800, 0.280], [2.002, 0.970, 1.719], [-1.134, 0.986, 1.350], [0.300, -0.913, 0.283], [-0.493, 0.663, 0.060], [0.285, 1.555, 1.756], [-0.459, -2.798, -0.733], [1.545, 0.506, -0.214], [-0.040, 0.239, -0.124], [-0.134, -8.183, 6.350], [1.564, 0.828, 0.137], [0.512, -1.083, 1.033], [0.400, -0.091, 0.096], [0.404, 0.143, -0.309], [0.263, 0.061, 1.560], [-0.929, -0.130, -0.456], [1.437, 0.776, 0.373], [-0.767, -0.153, 0.252], [0.033, 0.121, -0.095], [-0.152, -0.481, 0.142], [-0.072, 0.440, -0.020], [0.023, 0.100, -0.489], [-0.666, -0.053, -0.497], [0.969, -0.335, -0.044], [0.413, -0.755, 0.716], [-0.230, -0.408, -0.015], [0.006, 0.364, -0.318], [-0.195, 0.033, -0.302], [0.173, 0.050, -0.041], [-1.450, -0.178, -1.298], [-2.954, -0.306, -0.257], [1.064, 0.548, -0.881], [2.269, -0.498, 1.191], [-3.116, 3.277, -0.728], [-1.312, 1.489, -1.122], [-0.818, -0.014, 0.207], [0.710, -2.679, 0.474], [0.469, 0.746, 0.302], [-2.819, -0.810, 0.228], [-0.500, 0.115, -0.200], [0.033, -0.355, 0.259], [-0.010, -0.135, 0.092], [-2.173, -0.446, -0.017], [0.769, 0.716, -0.499], [0.047, -0.593, 0.165], [-0.379, -0.148, 0.178], [-4.352, 3.326, 0.292], [-0.105, 0.340, -0.079], [-1.476, 0.500, -0.313], [-0.011, 0.444, -0.333], [0.295, -0.436, 0.161], [0.925, 0.080, 0.060], [0.060, -0.496, 0.355], [0.163, 1.346, -0.022], [0.025, -0.227, -0.046], [0.202, 0.099, 0.078], [0.107, 0.248, 0.867], [0.572, -0.205, -1.046], [-0.257, -0.157, -0.714], [-3.797, 6.376, -3.708], [-0.331, 1.203, -0.932], [-0.095, -0.306, 0.559], [1.213, 0.622, -1.569], [-2.955, 0.211, -0.169], [1.080, 0.101, -1.472], [-0.129, 0.105, 0.048], [1.768, -1.616, 0.326], [-0.420, -1.274, 0.724], [-0.123, 0.493, 1.753], [0.722, 0.249, -1.030], [-0.360, 0.345, -0.238], [-4.879, 5.242, -8.367], [-3.186, -0.193, -1.963], [0.070, -0.255, -0.030], [0.465, -0.222, -0.158], [0.345, -0.419, 0.156], [-0.194, 0.311, -1.199], [0.083, -0.346, -0.260], [-1.255, -1.167, -0.153], [-1.025, 0.104, -0.591], [-1.220, -0.299, -0.613], [-0.495, 0.218, -0.257], [-0.371, -0.094, -0.131], [-0.077, -0.285, 0.315], [0.781, -0.390, -0.402], [-0.403, 0.198, 0.028], [0.204, -0.069, -0.425], [-0.100, -0.277, 0.499], [-0.482, 0.266, 0.440]]
}